Below is a cluster of 12 separate species, C25H75ClN24O13 in total in a non-equilibrium geometry, with properties calculated with ωB97M-V with the def2-TZVPD basis set.

Bonds (Å) are listed after each position.
Atoms and positions in Å:
1 C -3.892 2.666 -0.711  N2 1.455, H20 1.097, H21 1.095, H22 1.108
2 N -4.021 1.218 -0.763  C1 1.455, C3 1.451, H23 1.006
3 C -2.774 0.505 -0.969  N2 1.451, C4 1.552, H24 1.099, H25 1.102
4 C -1.743 0.513 0.191  C3 1.552, O5 1.411, C13 1.561, H26 1.104
5 O -1.158 1.766 0.470  C4 1.411, C6 1.418
6 C 0.096 1.982 -0.155  O5 1.418, C7 1.538, C8 1.561, H27 1.105
7 C 0.173 1.515 -1.619  C6 1.538, H28 1.092, H29 1.097, H30 1.095
8 C 0.286 3.531 -0.159  C6 1.561, C9 1.544, H31 1.103, H32 1.096
9 C 1.663 3.984 -0.693  C8 1.544, C10 1.565, H33 1.092, H34 1.101
10 C 2.750 3.658 0.384  C9 1.565, C11 1.568, H35 1.097, H36 1.095
11 C 3.676 2.483 -0.084  C10 1.568, N12 1.461, H37 1.094, H38 1.106
12 N 5.067 2.931 -0.055  C11 1.461, H39 1.010, H40 1.012
13 C -2.404 0.020 1.516  C4 1.561, C14 1.542, O18 1.416, H41 1.103
14 C -1.326 -0.590 2.434  C13 1.542, C15 1.544, H42 1.100, H43 1.095
15 C -1.890 -1.461 3.577  C14 1.544, C16 1.562, Cl17 1.828, H44 1.090
16 C -0.714 -2.026 4.436  C15 1.562, H45 1.092, H46 1.096, H47 1.094
17 Cl -2.747 -2.915 2.874  C15 1.828
18 O -3.260 0.988 2.097  C13 1.416, C19 1.415
19 C -2.679 1.767 3.125  O18 1.415, H48 1.093, H49 1.102, H50 1.098
20 H -3.153 3.030 -1.435  C1 1.097
21 H -4.842 3.195 -0.837  C1 1.095
22 H -3.489 2.965 0.277  C1 1.108
23 H -4.583 0.845 -0.017  N2 1.006
24 H -2.325 0.917 -1.883  C3 1.099
25 H -3.023 -0.545 -1.197  C3 1.102
26 H -1.008 -0.275 -0.046  C4 1.104
27 H 0.967 1.586 0.396  C6 1.105
28 H -0.513 2.111 -2.224  C7 1.092
29 H -0.053 0.452 -1.775  C7 1.097
30 H 1.197 1.649 -1.983  C7 1.095
31 H -0.481 3.898 -0.862  C8 1.103
32 H 0.104 3.947 0.839  C8 1.096
33 H 1.903 3.623 -1.695  C9 1.092
34 H 1.614 5.081 -0.766  C9 1.101
35 H 2.251 3.415 1.330  C10 1.097
36 H 3.384 4.536 0.553  C10 1.095
37 H 3.414 2.184 -1.103  C11 1.094
38 H 3.476 1.638 0.600  C11 1.106
39 H 5.668 2.314 -0.582  N12 1.010
40 H 5.393 3.023 0.899  N12 1.012
41 H -3.050 -0.821 1.213  C13 1.103
42 H -0.762 -1.298 1.809  C14 1.100
43 H -0.581 0.123 2.804  C14 1.095
44 H -2.555 -0.909 4.240  C15 1.090
45 H -0.950 -3.058 4.701  C16 1.092
46 H 0.226 -2.011 3.872  C16 1.096
47 H -0.579 -1.399 5.323  C16 1.094
48 H -1.657 2.089 2.914  C19 1.093
49 H -2.760 1.246 4.093  C19 1.102
50 H -3.299 2.668 3.215  C19 1.098
51 N -0.776 -0.060 -5.296  C52 1.360, H55 1.004, H56 1.002
52 C -1.794 0.550 -4.633  N51 1.360, N53 1.363, O54 1.227
53 N -2.960 -0.152 -4.577  C52 1.363, H57 1.004, H58 1.002
54 O -1.668 1.658 -4.120  C52 1.227
55 H -0.848 -0.964 -5.726  N51 1.004
56 H 0.094 0.434 -5.352  N51 1.002
57 H -3.732 0.271 -4.094  N53 1.004
58 H -3.084 -1.057 -4.989  N53 1.002
59 N -5.841 3.183 -3.848  C60 1.363, H63 1.004, H64 1.004
60 C -5.422 3.685 -5.045  N59 1.363, N61 1.365, O62 1.225
61 N -4.098 3.492 -5.314  C60 1.365, H65 1.001, H66 1.005
62 O -6.174 4.267 -5.818  C60 1.225
63 H -5.238 2.710 -3.200  N59 1.004
64 H -6.808 3.303 -3.604  N59 1.004
65 H -3.746 3.852 -6.179  N61 1.001
66 H -3.471 3.011 -4.694  N61 1.005
67 N 1.360 -0.138 -8.520  C68 1.367, H71 1.002, H72 1.002
68 C 1.046 -1.454 -8.329  N67 1.367, N69 1.359, O70 1.225
69 N 0.487 -2.071 -9.403  C68 1.359, H73 1.005, H74 1.001
70 O 1.254 -2.033 -7.270  C68 1.225
71 H 1.199 0.354 -9.377  N67 1.002
72 H 1.776 0.352 -7.751  N67 1.002
73 H 0.248 -3.042 -9.302  N69 1.005
74 H 0.310 -1.613 -10.276  N69 1.001
75 N 5.460 1.689 4.924  C76 1.361, H79 1.001, H80 1.003
76 C 6.084 2.133 3.799  N75 1.361, N77 1.368, O78 1.220
77 N 7.403 1.785 3.693  C76 1.368, H81 1.003, H82 1.001
78 O 5.510 2.789 2.946  C76 1.220
79 H 5.912 1.146 5.634  N75 1.001
80 H 4.491 1.922 5.035  N75 1.003
81 H 7.895 2.094 2.876  N77 1.003
82 H 7.894 1.248 4.381  N77 1.001
83 N 3.145 -2.711 2.786  C84 1.356, H87 1.001, H88 1.000
84 C 3.819 -1.780 3.506  N83 1.356, N85 1.367, O86 1.227
85 N 5.141 -1.635 3.188  C84 1.367, H89 1.002, H90 1.001
86 O 3.279 -1.115 4.384  C84 1.227
87 H 3.559 -3.274 2.070  N83 1.001
88 H 2.177 -2.844 2.997  N83 1.000
89 H 5.662 -0.953 3.705  N85 1.002
90 H 5.605 -2.166 2.477  N85 1.001
91 N 2.043 -6.710 5.200  C92 1.366, H95 1.002, H96 1.002
92 C 2.086 -5.463 4.645  N91 1.366, N93 1.361, O94 1.226
93 N 1.952 -4.439 5.531  C92 1.361, H97 1.004, H98 1.006
94 O 2.237 -5.293 3.440  C92 1.226
95 H 1.918 -6.876 6.180  N91 1.002
96 H 2.137 -7.492 4.580  N91 1.002
97 H 1.983 -3.502 5.171  N93 1.004
98 H 1.830 -4.575 6.521  N93 1.006
99 N 4.557 -5.497 -9.045  C100 1.367, H103 1.001, H104 1.002
100 C 3.580 -4.581 -8.767  N99 1.367, N101 1.364, O102 1.221
101 N 4.016 -3.420 -8.201  C100 1.364, H105 1.007, H106 1.001
102 O 2.402 -4.793 -9.011  C100 1.221
103 H 5.528 -5.349 -8.855  N99 1.001
104 H 4.269 -6.362 -9.461  N99 1.002
105 H 3.322 -2.724 -7.983  N101 1.007
106 H 4.977 -3.228 -7.996  N101 1.001
107 N -10.136 2.957 -1.479  C108 1.364, H111 1.001, H112 1.002
108 C -8.922 2.336 -1.528  N107 1.364, N109 1.364, O110 1.221
109 N -8.949 0.984 -1.351  C108 1.364, H113 1.003, H114 1.001
110 O -7.882 2.947 -1.717  C108 1.221
111 H -11.001 2.478 -1.326  N107 1.001
112 H -10.146 3.952 -1.607  N107 1.002
113 H -8.071 0.501 -1.381  N109 1.003
114 H -9.788 0.459 -1.195  N109 1.001
115 N -4.352 -6.407 0.656  C116 1.367, H119 1.002, H120 1.002
116 C -3.285 -6.286 -0.189  N115 1.367, N117 1.364, O118 1.221
117 N -2.316 -5.420 0.225  C116 1.364, H121 1.002, H122 1.003
118 O -3.207 -6.909 -1.236  C116 1.221
119 H -4.438 -5.906 1.520  N115 1.002
120 H -5.083 -7.036 0.383  N115 1.002
121 H -1.519 -5.305 -0.370  N117 1.002
122 H -2.365 -4.901 1.082  N117 1.003
123 N 0.283 7.346 1.947  C124 1.365, H127 1.001, H128 1.003
124 C 1.345 7.510 1.105  N123 1.365, N125 1.365, O126 1.220
125 N 2.331 8.336 1.563  C124 1.365, H129 1.002, H130 1.001
126 O 1.408 6.957 0.020  C124 1.220
127 H 0.208 7.788 2.842  N123 1.001
128 H -0.457 6.744 1.636  N123 1.003
129 H 3.125 8.474 0.967  N125 1.002
130 H 2.303 8.800 2.450  N125 1.001
131 N 4.337 -5.522 8.986  C132 1.364, H135 1.001, H136 1.002
132 C 3.490 -4.474 9.199  N131 1.364, N133 1.362, O134 1.223
133 N 4.041 -3.399 9.831  C132 1.362, H137 1.003, H138 1.001
134 O 2.318 -4.493 8.848  C132 1.223
135 H 5.299 -5.525 9.264  N131 1.001
136 H 3.963 -6.327 8.523  N131 1.002
137 H 3.443 -2.613 10.001  N133 1.003
138 H 4.996 -3.358 10.128  N133 1.001

Calculated values
- calculated total energy (Eh) = -3750.4425
- SMILES = CNC[C@@H](O[C@@H](C)CCCCN)[C@@H](C[C@H](C)Cl)OC.NC(N)=O.NC(N)=O.NC(N)=O.NC(N)=O.NC(N)=O.NC(N)=O.NC(N)=O.NC(N)=O.NC(N)=O.NC(N)=O.NC(N)=O
- E_LUMO (eV) = 0.2175
- charge = 0
- HOMO level (eV) = -7.582
- frontier orbital gap (hartree) = 0.287